1.
{
  "formula": "C6H18N2Si2",
  "method": "ωB97M-V/def2-TZVPD",
  "species": ["C", "C", "C", "C", "C", "C", "N", "N", "Si", "Si", "H", "H", "H", "H", "H", "H", "H", "H", "H", "H", "H", "H", "H", "H", "H", "H", "H", "H"],
  "xyz": [[-3.755, -0.376, 0.638], [-1.502, 1.196, -0.866], [-0.663, -1.871, 1.433], [0.281, -1.999, -0.769], [1.811, 2.283, -0.951], [2.675, 0.622, 0.611], [0.075, -1.153, 0.361], [1.498, 1.114, -0.123], [-0.057, 0.658, 0.313], [-2.825, -0.132, -0.816], [-3.770, 0.050, 1.648], [-4.281, -1.441, 0.734], [-1.887, 2.193, -0.672], [-1.196, 1.116, -1.967], [-0.982, -1.179, 2.263], [-1.439, -2.453, 0.918], [-0.037, -2.615, 1.802], [-0.611, -2.039, -1.427], [0.960, -1.520, -1.497], [0.515, -3.071, -0.615], [2.641, 1.933, -1.490], [1.041, 2.699, -1.545], [2.320, 3.029, -0.331], [3.231, -0.085, -0.068], [3.363, 1.443, 0.999], [2.178, 0.126, 1.442], [-0.502, 0.984, 1.729], [-3.006, -1.189, -1.942]],
  "lowdin_charge": [-0.2955, -0.4114, -0.1565, -0.1853, -0.1169, -0.1199, -0.3269, -0.3424, 0.4861, 0.6080, -0.0362, 0.0097, 0.0149, 0.0401, 0.0761, 0.0637, 0.0401, 0.0431, 0.0789, 0.0913, 0.0574, 0.0624, 0.0775, 0.0975, 0.0995, 0.0538, 0.0163, -0.0254],
  "homo_lumo_gap_ha": 0.3158,
  "relative_energy_kj_mol": 281.1,
  "homo_ev": -7.9,
  "lumo_energy_ev": 0.677,
  "smiles": "C=[SiH]C[SiH](N(C)C)N(C)C",
  "multiplicity": 1,
  "total_energy_ev": -25247.2373,
  "total_charge": 0
}

***

2.
{
  "formula": "C6H18N3",
  "method": "ωB97M-V/def2-TZVPD",
  "species": ["C", "C", "C", "C", "C", "C", "N", "N", "N", "H", "H", "H", "H", "H", "H", "H", "H", "H", "H", "H", "H", "H", "H", "H", "H", "H", "H"],
  "xyz": [[0.456, 2.261, 1.856], [-1.128, 0.350, 2.337], [-1.382, 1.712, 0.289], [0.494, 0.843, -2.411], [1.653, -0.312, -0.699], [-0.726, 1.457, 1.411], [-0.163, -1.297, -1.667], [0.684, -0.299, -1.539], [0.086, -3.592, -0.334], [1.342, 1.630, 1.936], [0.663, 3.081, 1.173], [0.265, 2.678, 2.843], [-1.905, -0.271, 1.897], [-1.521, 0.782, 3.258], [-0.271, -0.268, 2.607], [-1.125, 2.547, -0.342], [1.811, -1.167, -0.067], [-2.246, 1.140, -0.007], [0.631, 1.768, -1.852], [1.216, 0.816, -3.228], [-0.512, 0.840, -2.829], [2.308, 0.534, -0.619], [-0.046, -2.199, -1.102], [-0.850, -1.246, -2.400], [0.573, -4.278, -0.901], [0.545, -3.567, 0.570], [-0.853, -3.946, -0.180]],
  "lowdin_charge": [-0.0671, -0.0667, 0.0076, 0.0153, 0.1291, -0.4403, 0.1269, -0.2579, 0.0428, 0.0735, 0.0775, 0.0892, 0.0744, 0.0911, 0.0758, 0.0568, 0.1038, 0.0621, 0.0986, 0.1178, 0.1077, 0.1131, 0.0437, 0.1255, 0.0690, 0.0622, 0.0687],
  "homo_lumo_gap_ha": 0.3217,
  "relative_energy_kj_mol": 286.7,
  "homo_ev": -12.4,
  "lumo_energy_ev": -3.650,
  "multiplicity": 1,
  "total_energy_ev": -10976.2952,
  "total_charge": 1
}

***

3.
{
  "formula": "C6H18N3",
  "method": "ωB97M-V/def2-TZVPD",
  "species": ["C", "C", "C", "C", "C", "C", "N", "N", "N", "H", "H", "H", "H", "H", "H", "H", "H", "H", "H", "H", "H", "H", "H", "H", "H", "H", "H"],
  "xyz": [[1.776, -2.506, -0.510], [2.561, -0.460, 0.552], [2.323, -0.596, -1.899], [-4.134, 1.184, 0.974], [1.692, -1.049, -0.541], [0.305, -0.745, -0.581], [-0.770, -0.381, -0.627], [-0.593, 1.643, 1.361], [-2.862, 1.377, 0.158], [1.433, -3.041, 0.331], [1.314, -2.950, -1.364], [2.817, -2.849, -0.750], [2.194, -0.888, 1.592], [3.607, -0.717, 0.367], [2.266, 0.610, 0.754], [2.440, 0.525, -2.165], [1.624, -0.937, -2.771], [3.302, -1.045, -2.077], [-4.875, 1.823, 0.580], [-4.297, 0.115, 0.739], [-3.833, 1.466, 1.960], [-2.774, 0.712, -0.607], [-2.923, 2.217, -0.399], [-0.325, 1.434, 2.352], [-0.079, 1.088, 0.767], [-0.312, 2.615, 1.078], [-1.877, 1.355, 0.727]],
  "lowdin_charge": [-0.0738, -0.0393, -0.0457, 0.0047, -0.6429, -0.1700, 0.2031, 0.0759, 0.0260, 0.0893, 0.0916, 0.1233, 0.1288, 0.1007, 0.0883, 0.1169, 0.1219, 0.0850, 0.0760, 0.1110, 0.0831, 0.0945, 0.1340, 0.1129, -0.0456, 0.1133, 0.0370],
  "homo_lumo_gap_ha": 0.4404,
  "relative_energy_kj_mol": 203.8,
  "homo_ev": -14.7,
  "lumo_energy_ev": -2.724,
  "multiplicity": 1,
  "total_energy_ev": -10977.1539,
  "total_charge": 1
}